The following is a quantum chemistry calculation of C54H48As2N2O14Tl as an isolated structure, from the OMol25 dataset.

HOMO-LUMO gap   7.46 eV
Multiplicity   1
Lowest unoccupied orbital energy   1.10 eV
Charge   -1
E_HOMO   -6.35 eV
Energy relative to the best compared isomer or geometry (same formula, charge and spin)   1.2 kcal per mole

Structure (XYZ):
```
121
C54H48As2N2O14Tl | the OMol25 dataset | wB97M-V/def2-TZVPD
Tl 1.221 0.048 -0.569
As -2.638 0.187 0.794
As -6.356 -0.907 -0.280
O -3.098 -0.423 -2.657
O 3.145 -0.575 -1.241
O -1.251 -3.404 -1.419
O 1.769 2.230 -4.287
O -7.330 2.580 0.475
O -4.172 3.386 1.479
O -5.110 0.543 -2.472
O -0.378 -1.635 -0.340
O -7.454 1.232 2.206
O -4.513 -3.512 0.372
O 0.410 1.373 0.818
O 1.514 1.821 -2.084
O -4.288 2.126 3.281
O -2.934 -3.086 1.806
N 0.326 -0.499 -2.602
N 2.166 -1.160 1.498
C 2.995 2.723 3.157
C -6.636 2.982 -0.722
C -3.512 -1.414 0.031
C -0.345 3.825 1.902
C -3.701 -2.717 0.774
C 2.647 -3.488 -5.208
C 3.237 -2.515 -2.650
C 1.084 0.441 2.971
C -4.466 1.054 1.099
C 2.231 -0.471 2.643
C 1.399 1.556 -3.328
C -1.257 4.768 2.341
C 5.849 -3.079 -1.318
C 2.972 -2.738 -0.131
C 2.927 2.666 0.765
C 3.584 -1.896 -1.287
C 5.775 -0.774 -0.672
C 5.114 -1.913 -1.111
C 4.261 3.281 3.120
C -2.192 1.448 -0.635
C 4.206 3.221 0.725
C -0.050 2.698 2.670
C -4.485 -1.086 -0.849
C 7.214 -3.112 -1.075
C -0.697 2.542 3.889
C 2.322 2.383 1.981
C 4.310 -1.519 3.186
C -5.699 0.750 0.691
C 2.387 -4.261 -4.091
C 7.868 -1.971 -0.625
C 4.222 -2.244 2.012
C -4.311 2.285 1.949
C -1.692 -2.472 2.180
C -1.608 3.495 4.337
C -0.285 -1.405 -5.071
C -4.123 -0.278 -2.052
C 0.369 -0.187 -4.923
C -6.552 -1.843 1.424
C -4.491 0.825 3.856
C 2.679 -3.776 -2.818
C 4.882 3.517 1.896
C -4.861 1.281 -3.677
C 3.303 -0.626 3.511
C -1.893 4.608 3.567
C 7.144 -0.804 -0.430
C 3.477 -1.735 -3.783
C 3.189 -2.215 -5.048
C 0.676 0.241 -3.645
C 3.129 -2.034 1.180
C -0.320 -1.649 -2.712
C -0.694 -2.315 -1.389
C -6.873 1.549 1.198
C -0.640 -2.153 -3.958
C 0.950 1.697 2.070
H -6.780 -2.890 1.247
H 1.197 0.738 4.013
H -5.662 3.393 -0.470
H 5.197 0.128 -0.514
H 2.410 2.513 -0.172
H 0.144 3.943 0.940
H -3.794 1.364 -3.861
H -7.392 -1.336 1.902
H 5.348 -3.971 -1.683
H 2.419 -3.864 -6.199
H -1.100 -2.211 1.304
H 8.935 -1.992 -0.438
H -5.678 -1.756 2.064
H 4.767 3.534 4.044
H -1.490 5.622 1.717
H -4.419 0.973 4.930
H 3.869 -0.733 -3.650
H 2.512 2.560 4.116
H -1.745 2.285 -0.099
H -1.161 -3.098 -4.025
H 4.989 -2.951 1.722
H 7.770 -4.027 -1.244
H 0.657 0.430 -5.763
H -5.344 0.772 -4.509
H 3.375 -1.591 -5.914
H 4.659 3.425 -0.238
H 1.904 -2.879 -0.317
H -1.172 -3.232 2.759
H 5.875 3.948 1.861
H 5.160 -1.650 3.847
H 2.436 -4.392 -1.961
H -0.522 -1.771 -6.062
H -7.265 3.747 -1.170
H 1.939 -5.242 -4.198
H 7.645 0.094 -0.083
H -0.519 1.669 4.506
H -6.529 2.145 -1.404
H -1.861 -1.601 2.810
H -5.303 2.267 -3.543
H 3.442 -3.721 -0.086
H -3.060 1.784 -1.193
H 3.338 -0.049 4.425
H -3.710 0.132 3.541
H 0.143 -0.110 2.870
H -2.625 5.333 3.901
H -1.458 1.008 -1.303
H -2.113 3.348 5.285
H -5.475 0.440 3.598
```